{
  "formula": "C22H43N2P3PtS",
  "method": "the ωB97M-V functional and the def2-TZVPD basis",
  "lumo_energy_ev": [-10.0558, -13.8254],
  "homo_ha": [-0.674, -0.730],
  "spin_multiplicity": 5,
  "charge": 4,
  "s_squared": 6.054,
  "e_tot_ev": -68400.3149,
  "elements": ["Pt", "P", "P", "P", "H", "C", "C", "H", "C", "C", "C", "C", "C", "C", "C", "C", "C", "H", "H", "H", "H", "H", "H", "H", "H", "H", "H", "H", "H", "H", "H", "H", "H", "H", "H", "H", "H", "H", "H", "H", "H", "H", "H", "H", "H", "H", "C", "C", "C", "C", "C", "C", "S", "H", "H", "H", "H", "H", "H", "N", "C", "C", "C", "C", "C", "N", "H", "H", "H", "H", "H", "H"],
  "xyz": [[0.090, 0.339, -0.782], [1.902, 1.158, 0.399], [-1.775, 1.619, -0.304], [0.637, 1.266, -2.824], [-1.348, -1.982, -0.345], [-0.509, -1.741, -0.997], [0.804, -1.723, -0.425], [0.903, -1.995, 0.631], [2.126, 0.362, 1.998], [1.792, 2.941, 0.718], [3.483, 0.906, -0.457], [-3.326, 0.902, -0.914], [-2.003, 1.788, 1.486], [-1.790, 3.335, -0.908], [1.940, 0.229, -3.546], [1.406, 2.915, -2.852], [-0.786, 1.463, -3.937], [-0.681, -1.860, -2.064], [1.694, -1.828, -1.047], [1.591, -0.590, 2.035], [1.730, 1.001, 2.794], [3.198, 0.178, 2.145], [0.926, 3.167, 1.357], [1.698, 3.505, -0.220], [2.719, 3.240, 1.231], [3.556, -0.127, -0.821], [4.270, 1.095, 0.286], [3.611, 1.597, -1.298], [-4.147, 1.605, -0.712], [-3.519, -0.042, -0.387], [-3.262, 0.715, -1.994], [-2.828, 2.488, 1.672], [-1.082, 2.151, 1.960], [-2.263, 0.816, 1.914], [-2.689, 3.820, -0.499], [-1.838, 3.360, -2.003], [-0.899, 3.876, -0.564], [2.014, 0.429, -4.624], [1.736, -0.838, -3.403], [2.903, 0.471, -3.075], [1.602, 3.181, -3.904], [2.360, 2.948, -2.312], [0.729, 3.663, -2.421], [-0.443, 1.401, -4.978], [-1.252, 2.440, -3.770], [-1.558, 0.702, -3.780], [-0.691, -2.970, -5.896], [-1.733, -2.827, -6.826], [-1.920, -3.771, -7.831], [-1.040, -4.855, -7.955], [0.072, -4.929, -7.107], [0.269, -3.975, -6.096], [-0.619, -1.817, -4.585], [0.098, -2.509, -3.624], [-2.373, -1.951, -6.747], [-2.753, -3.641, -8.515], [-1.203, -5.629, -8.709], [0.796, -5.733, -7.248], [1.159, -3.951, -5.465], [-0.942, -3.631, 2.009], [-0.994, -2.671, 2.968], [-1.565, -2.995, 4.235], [-1.699, -1.987, 5.184], [-1.231, -0.703, 4.883], [-0.635, -0.505, 3.635], [-0.487, -1.453, 2.693], [-0.727, -3.413, 1.038], [-1.330, -4.541, 2.217], [-1.905, -4.020, 4.394], [-2.150, -2.195, 6.151], [-1.300, 0.125, 5.590], [-0.229, 0.477, 3.389]],
  "forces_ev_per_angstrom": [[-0.4, 0.3, 0.1], [0.1, 0.8, 0.1], [-0.1, 1.3, 0.3], [0.6, 0.9, -0.2], [0.0, 0.2, -0.2], [1.6, -1.0, 0.8], [-1.3, -1.0, -0.7], [0.1, 0.4, -0.4], [0.0, -0.3, 0.2], [0.1, 0.0, 0.0], [-0.1, -0.1, -0.1], [0.1, -0.3, -0.1], [-0.1, 0.0, 0.1], [-0.1, -0.1, 0.1], [0.0, -0.2, -0.4], [-0.1, 0.2, -0.2], [-0.2, -0.2, -0.3], [0.0, 0.0, 0.5], [-0.2, -0.1, 0.1], [0.2, 0.2, 0.0], [0.3, 0.0, -0.1], [-0.2, 0.1, 0.2], [0.3, -0.1, -0.1], [0.1, -0.2, 0.4], [-0.3, 0.1, -0.1], [0.1, 0.2, 0.2], [-0.1, -0.1, -0.3], [0.0, -0.2, 0.3], [0.2, -0.2, -0.1], [0.0, 0.2, -0.2], [-0.1, 0.0, 0.3], [0.2, -0.1, 0.1], [-0.3, 0.0, -0.1], [0.0, 0.1, -0.1], [0.3, 0.0, -0.2], [0.0, 0.1, 0.3], [-0.2, -0.1, -0.1], [0.1, 0.0, 0.2], [0.1, 0.3, 0.0], [-0.4, -0.1, -0.2], [-0.1, 0.0, 0.3], [-0.3, -0.1, -0.2], [0.1, -0.1, -0.2], [-0.1, 0.1, 0.2], [0.2, -0.1, -0.1], [0.2, 0.1, 0.0], [0.4, 0.4, 0.6], [-1.0, -0.1, -1.3], [-0.5, 1.4, 0.7], [-0.3, -0.2, -0.2], [1.3, 0.7, 1.6], [0.6, -1.5, -0.7], [0.0, -1.1, -0.3], [-0.2, 0.1, -1.2], [-0.2, -0.3, -0.1], [0.1, -0.1, 0.1], [0.0, 0.3, 0.2], [-0.1, 0.3, 0.1], [-0.2, -0.4, -0.3], [-0.4, 1.2, 1.0], [0.3, -0.9, -0.7], [-0.3, 0.0, 0.5], [0.0, -0.3, 0.1], [-0.5, -0.6, 0.7], [0.7, -0.8, -1.8], [-0.4, 1.3, 0.6], [0.2, -0.1, 0.4], [0.0, -0.2, -0.1], [0.0, 0.4, 0.2], [0.1, 0.0, -0.2], [0.0, -0.3, -0.1], [-0.1, -0.3, 0.1]]
}